(i)
Molecular formula: C9H14
Method: DFT, wB97M-V/def2-TZVPD

Each atom is followed by the atoms it is bonded to, with distances in Å.
CARTESIAN COORDINATES (ANGSTROEM)
1 C 0.0888 -0.0964 -1.7356  C7 1.493, H13 1.103, H14 1.085, H15 1.093
2 C 0.2572 2.5523 1.6084  C3 1.368, C4 1.406, H8 1.084
3 C 1.4396 2.1443 1.0538  C2 1.368, C5 1.414, H9 1.086
4 C -0.9479 1.9273 1.2432  C2 1.406, C6 1.373, H10 1.084
5 C 1.4229 1.2382 -0.0315  C3 1.414, C7 1.393, H11 1.086
6 C -0.9272 0.9770 0.2523  C4 1.373, C7 1.391, H12 1.092
7 C 0.2268 0.6677 -0.4601  C1 1.493, C5 1.393, C6 1.391
8 H 0.1387 3.4457 2.2112  C2 1.084
9 H 2.3450 2.5152 1.5250  C3 1.086
10 H -1.8441 2.3474 1.6861  C4 1.084
11 H 2.4211 0.8402 -0.1909  C5 1.086
12 H -1.9381 0.7079 -0.0605  C6 1.092
13 H -0.1871 -1.1535 -1.5878  C1 1.103
14 H 0.9753 -0.0906 -2.3611  C1 1.085
15 H -0.7933 0.0804 -2.3570  C1 1.093
16 C -0.4081 -3.1937 0.0421  C17 1.550, H18 1.086, H19 1.101, H20 1.082
17 C -0.8378 -4.0399 -1.1837  C16 1.550, H21 1.098, H22 1.086, H23 1.083
18 H -1.1649 -2.6799 0.6274  C16 1.086
19 H 0.0189 -3.9502 0.7185  C16 1.101
20 H 0.3335 -2.4670 -0.2619  C16 1.082
21 H -1.8986 -4.3235 -1.1957  C17 1.098
22 H -0.2902 -4.9775 -1.2100  C17 1.086
23 H -0.6406 -3.4493 -2.0696  C17 1.083

Its net charge is 0. As for the spin multiplicity: 1. Its structure (SMILES) is Cc1ccccc1.CC. The calculation puts the HOMO energy at -8.93 eV. Its HOMO-LUMO gap is 9.932 eV.

***

(ii)
Molecular formula: C9H14
Method: DFT, wB97M-V/def2-TZVPD

Each atom is followed by the atoms it is bonded to, with distances in Å.
CARTESIAN COORDINATES (ANGSTROEM)
1 C 2.7619 -1.5857 -2.7751  C2 1.525, H3 1.088, H4 1.089, H5 1.095
2 C 2.8776 -0.5602 -1.6521  C1 1.525, H6 1.088, H7 1.087, H8 1.094
3 H 1.8655 -2.2020 -2.7525  C1 1.088
4 H 2.9409 -1.1418 -3.7534  C1 1.089
5 H 3.5793 -2.3109 -2.6992  C1 1.095
6 H 3.1299 -1.1166 -0.7520  C2 1.088
7 H 3.4778 0.3151 -1.8889  C2 1.087
8 H 1.9302 -0.0577 -1.4376  C2 1.094
9 C -2.3104 -1.1725 2.2768  C11 1.523, H18 1.083, H19 1.087, H23 1.095
10 C -1.7812 1.3981 2.1262  C11 1.381, C12 1.393, H16 1.083
11 C -1.7173 0.0945 1.6744  C9 1.523, C10 1.381, C13 1.403
12 C -1.2247 2.4422 1.3902  C10 1.393, C14 1.378, H17 1.080
13 C -1.2466 -0.1250 0.3710  C11 1.403, C15 1.402, H20 1.082
14 C -0.7065 2.1887 0.1392  C12 1.378, C15 1.390, H21 1.086
15 C -0.7603 0.9201 -0.4275  C13 1.402, C14 1.390, H22 1.082
16 H -2.2447 1.6641 3.0678  C10 1.083
17 H -1.3369 3.4480 1.7672  C12 1.080
18 H -1.6452 -1.7077 2.9440  C9 1.083
19 H -2.6441 -1.8074 1.4604  C9 1.087
20 H -1.2206 -1.1202 -0.0523  C13 1.082
21 H -0.1966 2.8866 -0.5190  C14 1.086
22 H -0.2788 0.5306 -1.3144  C15 1.082
23 H -3.2490 -0.9803 2.8070  C9 1.095

Its net charge is 0. As for the spin multiplicity: 1. Its structure (SMILES) is Cc1ccccc1.CC. The calculation puts the HOMO energy at -9.10 eV. Its HOMO-LUMO gap is 10.089 eV.

***

(iii)
Molecular formula: C9H14
Method: DFT, wB97M-V/def2-TZVPD

Each atom is followed by the atoms it is bonded to, with distances in Å.
CARTESIAN COORDINATES (ANGSTROEM)
1 C -1.2391 -0.0974 -2.4756  C2 1.477, H3 1.149, H4 1.017, H5 1.088
2 C 0.1845 0.2917 -2.4203  C1 1.477, H6 1.135, H7 1.179, H8 1.062
3 H -1.7570 0.7162 -3.1006  C1 1.149
4 H -1.4633 -1.0308 -2.8115  C1 1.017
5 H -1.7322 0.1156 -1.5293  C1 1.088
6 H 0.5426 1.0091 -1.6168  C2 1.135
7 H 0.7387 0.6989 -3.3776  C2 1.179
8 H 0.8975 -0.4633 -2.1993  C2 1.062
9 C -1.1828 -1.7007 1.4829  C15 1.489, H21 1.111, H22 1.097, H23 1.050
10 C 1.6063 1.3580 1.2076  C11 1.400, C12 1.366, H16 1.072
11 C 1.9975 0.0391 0.9454  C10 1.400, C13 1.377, H17 1.116
12 C 0.3230 1.7804 1.4117  C10 1.366, C14 1.321, H18 1.040
13 C 1.0128 -0.9055 1.1323  C11 1.377, C15 1.364, H19 1.080
14 C -0.5687 0.8131 1.5324  C12 1.321, C15 1.389, H20 1.118
15 C -0.2511 -0.5386 1.4900  C9 1.489, C13 1.364, C14 1.389
16 H 2.1399 2.2883 1.2073  C10 1.072
17 H 3.0554 -0.1226 0.6304  C11 1.116
18 H 0.2321 2.8143 1.3484  C12 1.040
19 H 1.2704 -1.9539 1.1194  C13 1.080
20 H -1.6448 0.9598 1.7993  C14 1.118
21 H -0.7564 -2.7167 1.3389  C9 1.111
22 H -1.6781 -1.6606 0.5054  C9 1.097
23 H -1.7273 -1.6943 2.3800  C9 1.050

Its net charge is 0. As for the spin multiplicity: 1. Its structure (SMILES) is Cc1ccccc1.CC. The calculation puts the HOMO energy at -8.96 eV. Its HOMO-LUMO gap is 9.966 eV.

***

(iv)
Molecular formula: C9H14
Method: DFT, wB97M-V/def2-TZVPD

Each atom is followed by the atoms it is bonded to, with distances in Å.
CARTESIAN COORDINATES (ANGSTROEM)
1 C 1.9608 -0.6861 1.5153  C2 1.500, H3 1.116, H4 1.055, H5 1.054
2 C 2.0005 -0.9818 2.9856  C1 1.500, H6 1.090, H7 1.088, H8 1.063
3 H 2.9084 -0.4538 0.9739  C1 1.116
4 H 1.5425 -1.5441 1.0664  C1 1.055
5 H 1.3342 0.1186 1.2507  C1 1.054
6 H 0.9906 -1.2567 3.2893  C2 1.090
7 H 2.2751 -0.0399 3.4559  C2 1.088
8 H 2.6274 -1.7399 3.3880  C2 1.063
9 C 0.4283 1.6546 -2.3926  C11 1.513, H18 1.046, H19 1.096, H23 1.142
10 C -0.2403 -0.3940 -0.9898  C11 1.420, C12 1.402, H16 1.092
11 C -0.5476 0.8814 -1.5338  C9 1.513, C10 1.420, C14 1.386
12 C -1.0998 -1.0111 -0.0700  C10 1.402, C13 1.366, H17 1.083
13 C -2.3995 -0.6006 0.0231  C12 1.366, C15 1.401, H20 1.077
14 C -1.8788 1.2658 -1.4903  C11 1.386, C15 1.417, H21 1.043
15 C -2.7915 0.5466 -0.6796  C13 1.401, C14 1.417, H22 1.086
16 H 0.7218 -0.8979 -1.1049  C10 1.092
17 H -0.7638 -1.9354 0.3844  C12 1.083
18 H 1.3772 1.5906 -1.9573  C9 1.046
19 H 0.2990 2.7247 -2.5902  C9 1.096
20 H -3.0928 -1.2872 0.4793  C13 1.077
21 H -2.3007 2.0892 -1.9721  C14 1.043
22 H -3.8407 0.8190 -0.6221  C15 1.086
23 H 0.4898 1.1379 -3.4092  C9 1.142

Its net charge is 0. As for the spin multiplicity: 1. Its structure (SMILES) is Cc1ccccc1.CC. The calculation puts the HOMO energy at -8.91 eV. Its HOMO-LUMO gap is 9.906 eV.

***

Of them, the most stable is (ii) and the least stable is (iii).

***

(i)
Molecular formula: C9H14
Method: DFT, wB97M-V/def2-TZVPD

Each atom is followed by the atoms it is bonded to, with distances in Å.
CARTESIAN COORDINATES (ANGSTROEM)
1 C 2.7268 0.3446 -0.2512  C7 1.490, H13 1.076, H14 1.094, H15 1.091
2 C -0.8940 2.2006 1.1927  C3 1.392, C4 1.394, H8 1.079
3 C 0.2779 2.2430 1.9419  C2 1.392, C5 1.385, H9 1.075
4 C -0.7858 1.7330 -0.1159  C2 1.394, C6 1.376, H10 1.086
5 C 1.4566 1.7104 1.4468  C3 1.385, C7 1.389, H11 1.065
6 C 0.3866 1.2091 -0.6100  C4 1.376, C7 1.402, H12 1.084
7 C 1.5304 1.1133 0.1945  C1 1.490, C5 1.389, C6 1.402
8 H -1.8313 2.5928 1.5563  C2 1.079
9 H 0.2584 2.7910 2.8659  C3 1.075
10 H -1.6765 1.7772 -0.7355  C4 1.086
11 H 2.3156 1.8034 2.0696  C5 1.065
12 H 0.5153 0.9242 -1.6485  C6 1.084
13 H 3.4305 0.1893 0.5484  C1 1.076
14 H 3.2970 0.8101 -1.0603  C1 1.094
15 H 2.4676 -0.6476 -0.6249  C1 1.091
16 C -2.2507 -2.9535 -1.2239  C17 1.539, H18 1.088, H19 1.085, H20 1.090
17 C -1.1453 -2.2385 -0.4258  C16 1.539, H21 1.090, H22 1.073, H23 1.084
18 H -3.1244 -3.0794 -0.5880  C16 1.088
19 H -2.5203 -2.4245 -2.1318  C16 1.085
20 H -1.8905 -3.9204 -1.5763  C16 1.090
21 H -0.1996 -2.5981 -0.8312  C17 1.090
22 H -1.1230 -1.1865 -0.6366  C17 1.073
23 H -1.2217 -2.3935 0.6438  C17 1.084

Its net charge is 0. As for the spin multiplicity: 1. Its structure (SMILES) is Cc1ccccc1.CC. The calculation puts the HOMO energy at -9.00 eV. Its HOMO-LUMO gap is 10.009 eV.

***

(ii)
Molecular formula: C9H14
Method: DFT, wB97M-V/def2-TZVPD

Each atom is followed by the atoms it is bonded to, with distances in Å.
CARTESIAN COORDINATES (ANGSTROEM)
1 C 0.6463 2.7172 -2.2778  C5 1.478, H12 1.167, H13 1.043, H15 1.189
2 C -1.3439 0.8142 0.2626  C3 1.412, C4 1.384, H8 1.107
3 C -0.2653 0.6637 1.1607  C2 1.412, C6 1.397, H9 1.147
4 C -1.1097 1.5947 -0.8557  C2 1.384, C5 1.435, H10 1.107
5 C 0.2201 2.1150 -0.9974  C1 1.478, C4 1.435, C7 1.422
6 C 0.9665 1.3173 1.0780  C3 1.397, C7 1.360, H11 1.128
7 C 1.1880 2.1712 0.0425  C5 1.422, C6 1.360, H14 1.119
8 H -2.1982 0.1158 0.3545  C2 1.107
9 H -0.5129 0.1669 2.1643  C3 1.147
10 H -1.9629 1.8693 -1.5060  C4 1.107
11 H 1.6531 1.2296 1.9689  C6 1.128
12 H -0.0232 3.6011 -2.6408  C1 1.167
13 H 0.8679 2.1678 -3.1367  C1 1.043
14 H 2.1559 2.6917 -0.1664  C7 1.119
15 H 1.6477 3.3583 -2.3031  C1 1.189
16 C -0.3495 -2.7340 0.4736  C17 1.515, H18 1.213, H19 1.042, H20 1.164
17 C -0.0449 -3.9684 1.2971  C16 1.515, H21 1.095, H22 1.118, H23 1.078
18 H -1.3878 -2.2676 0.8916  C16 1.213
19 H 0.4057 -2.0171 0.4327  C16 1.042
20 H -0.5970 -2.9837 -0.6362  C16 1.164
21 H 0.3398 -4.7175 0.5971  C17 1.095
22 H -1.0330 -4.1486 1.7884  C17 1.118
23 H 0.7372 -3.7569 2.0081  C17 1.078

Its net charge is 0. As for the spin multiplicity: 1. Its structure (SMILES) is Cc1ccccc1.CC. The calculation puts the HOMO energy at -8.66 eV. Its HOMO-LUMO gap is 9.665 eV.

***

Of them, the most stable is (i) and the least stable is (ii).